{"formula": "F16K2N8Na3O32S16", "method": "the ωB97M-V functional and the def2-TZVPD basis", "elements": ["Na", "Na", "Na", "K", "K", "N", "S", "O", "O", "F", "S", "O", "O", "F", "N", "S", "O", "O", "F", "S", "O", "O", "F", "N", "S", "O", "O", "F", "S", "O", "O", "F", "N", "S", "O", "O", "F", "S", "O", "O", "F", "N", "S", "O", "O", "F", "S", "O", "O", "F", "N", "S", "O", "O", "F", "S", "O", "O", "F", "N", "S", "O", "O", "F", "S", "O", "O", "F", "N", "S", "O", "O", "F", "S", "O", "O", "F"], "coordinates": [[-0.697, 1.238, 2.881], [4.292, -1.233, 1.844], [4.782, 1.842, 3.005], [2.311, 4.440, -1.789], [-0.680, -3.802, -2.739], [-3.575, 4.538, -2.140], [-3.687, 6.088, -2.928], [-2.617, 6.611, -3.748], [-4.624, 7.014, -2.353], [-4.574, 5.478, -4.135], [-2.794, 5.058, -0.917], [-3.422, 5.880, 0.089], [-1.392, 5.366, -1.176], [-2.678, 3.629, -0.213], [-0.539, 1.564, -4.836], [0.664, 0.676, -4.330], [0.960, 0.700, -2.931], [1.722, 0.388, -5.271], [-0.223, -0.686, -4.322], [0.352, 2.890, -5.241], [0.583, 3.041, -6.645], [1.310, 3.413, -4.295], [-0.888, 3.889, -5.016], [-4.802, 0.040, -3.390], [-4.519, -1.384, -2.816], [-3.420, -2.122, -3.387], [-5.701, -2.067, -2.362], [-3.837, -0.898, -1.444], [-5.272, -0.333, -4.941], [-6.359, -1.245, -5.104], [-4.218, -0.238, -5.913], [-5.956, 1.076, -5.270], [0.353, 0.023, 1.100], [-0.522, -0.311, -0.214], [-0.145, -1.522, -0.902], [-1.257, 0.760, -0.794], [-1.671, -0.948, 0.710], [1.613, 0.707, 0.274], [1.519, 2.045, -0.270], [2.456, -0.255, -0.385], [2.517, 0.989, 1.574], [4.044, -0.254, 4.065], [2.679, -0.118, 4.857], [2.733, 0.533, 6.138], [1.591, -1.019, 4.568], [2.143, 1.247, 4.082], [4.775, -1.251, 5.222], [3.979, -2.172, 5.981], [5.886, -0.614, 5.846], [5.422, -2.261, 4.147], [-2.355, 0.007, 4.036], [-1.996, -0.548, 5.585], [-1.212, -1.729, 5.757], [-2.929, -0.178, 6.603], [-0.890, 0.614, 5.760], [-3.459, -1.017, 3.687], [-4.561, -1.081, 4.635], [-2.924, -2.216, 3.106], [-4.054, -0.190, 2.467], [5.957, 0.563, 1.460], [7.522, -0.072, 1.841], [7.749, -0.014, 3.253], [8.665, 0.136, 0.997], [7.128, -1.595, 1.578], [6.311, 0.839, -0.059], [6.323, -0.298, -0.935], [7.089, 2.023, -0.308], [4.851, 1.409, -0.382], [-1.957, -5.615, -1.310], [-2.412, -5.013, 0.240], [-1.326, -4.570, 1.043], [-3.572, -5.577, 0.885], [-2.941, -3.634, -0.372], [-1.118, -6.796, -0.855], [-1.859, -7.848, -0.203], [0.215, -6.498, -0.384], [-0.864, -7.537, -2.290]], "total_charge": -3, "homo_lumo_gap_ev": 5.383, "lumo_energy_ev": 2.37, "homo_energy_ev": -3.017}

{"formula": "C15H40O5", "method": "the ωB97M-V functional and the def2-TZVPD basis", "elements": ["C", "C", "C", "O", "H", "H", "H", "H", "H", "H", "H", "H", "C", "C", "C", "O", "H", "H", "H", "H", "H", "H", "H", "H", "C", "C", "C", "O", "H", "H", "H", "H", "H", "H", "H", "H", "C", "C", "C", "O", "H", "H", "H", "H", "H", "H", "H", "H", "C", "C", "C", "O", "H", "H", "H", "H", "H", "H", "H", "H"], "coordinates": [[0.400, 13.104, 19.889], [-0.328, 13.196, 21.225], [-0.817, 11.924, 21.533], [0.522, 13.815, 22.171], [1.128, 12.440, 19.841], [0.746, 14.134, 19.725], [-0.397, 12.789, 19.212], [-1.219, 13.865, 21.363], [-1.583, 11.810, 22.363], [-0.048, 11.158, 21.694], [-1.547, 11.361, 20.595], [0.058, 13.939, 23.015], [-2.633, 8.502, 21.598], [-3.657, 9.040, 22.504], [-4.595, 10.315, 22.020], [-4.691, 8.016, 22.716], [-1.708, 9.040, 21.345], [-3.256, 8.098, 20.791], [-2.113, 7.883, 22.050], [-3.233, 9.288, 23.450], [-4.863, 10.850, 22.897], [-5.435, 10.006, 21.509], [-3.981, 10.944, 21.391], [-4.310, 7.142, 22.915], [-1.349, 4.218, 17.485], [-2.077, 2.968, 18.105], [-3.535, 3.160, 18.562], [-2.065, 1.998, 17.041], [-2.024, 5.059, 17.112], [-0.369, 4.162, 16.983], [-0.898, 4.750, 18.295], [-1.469, 2.686, 18.750], [-3.532, 3.926, 19.397], [-3.960, 2.304, 18.904], [-4.251, 3.528, 17.733], [-1.702, 1.205, 17.509], [4.575, 4.478, 15.673], [4.789, 6.027, 15.923], [3.945, 6.941, 15.194], [4.547, 6.093, 17.317], [3.505, 4.156, 15.710], [5.280, 4.014, 16.304], [4.921, 4.333, 14.715], [5.947, 6.205, 15.861], [3.877, 7.977, 15.431], [2.967, 6.456, 14.999], [4.499, 7.184, 14.210], [5.409, 6.200, 17.966], [-0.290, 7.668, 18.367], [1.259, 7.889, 18.062], [1.846, 8.702, 19.156], [1.833, 6.623, 17.910], [-0.623, 6.819, 18.958], [-0.757, 7.584, 17.397], [-0.609, 8.486, 18.895], [1.169, 8.255, 17.071], [1.734, 8.077, 20.049], [1.176, 9.693, 19.169], [2.944, 8.897, 19.057], [2.712, 6.598, 17.416]], "homo_lumo_gap_ev": 10.191, "lumo_energy_ev": 0.43, "homo_energy_ev": -9.760, "smiles": "CC(C)O.CC(C)O.CC(C)O.CC(C)O.CC(C)O"}

{"formula": "C7H14N", "method": "the ωB97M-V functional and the def2-TZVPD basis", "elements": ["C", "C", "C", "C", "C", "C", "C", "N", "H", "H", "H", "H", "H", "H", "H", "H", "H", "H", "H", "H", "H", "H"], "coordinates": [[0.008, -1.637, -0.723], [0.804, -0.514, 0.000], [-0.096, 0.586, 0.546], [-0.233, 0.760, 1.930], [0.514, 0.081, 2.997], [-0.659, 1.781, -1.598], [-0.854, 1.418, -0.296], [0.161, -1.576, -2.283], [-1.035, -1.541, -0.528], [0.433, -2.607, -0.490], [1.528, -0.073, -0.696], [1.396, -0.935, 0.777], [-0.842, 1.606, 2.245], [0.546, -1.001, 2.851], [1.538, 0.445, 2.938], [0.055, 0.330, 3.947], [0.250, 1.598, -2.158], [-1.397, 2.381, -2.108], [-1.674, 1.946, 0.164], [-0.753, -1.675, -2.726], [0.678, -0.744, -2.560], [0.732, -2.379, -2.556]], "total_charge": 2, "homo_lumo_gap_ev": [9.506, 8.396], "lumo_energy_ev": [-8.56, -11.30], "spin_multiplicity": 2, "homo_energy_ev": [-18.068, -19.696]}

{"formula": "C38H52FeN2O2P2", "method": "the ωB97M-V functional and the def2-TZVPD basis", "elements": ["Fe", "C", "C", "C", "C", "C", "C", "H", "H", "H", "C", "H", "H", "H", "C", "H", "H", "H", "C", "H", "H", "H", "C", "H", "H", "H", "C", "C", "C", "C", "C", "C", "C", "C", "H", "H", "H", "H", "H", "H", "H", "H", "H", "H", "H", "H", "P", "C", "C", "P", "C", "C", "C", "H", "H", "H", "H", "H", "H", "H", "H", "H", "H", "H", "H", "H", "H", "O", "C", "N", "C", "C", "O", "N", "C", "C", "C", "C", "C", "C", "C", "C", "C", "C", "C", "C", "H", "H", "H", "H", "H", "H", "H", "H", "H", "H", "H"], "coordinates": [[-2.913, 2.579, 0.796], [-0.565, 0.464, 4.192], [-1.771, -0.296, 4.130], [-0.193, -1.364, 2.822], [0.417, -0.208, 3.400], [-1.506, -1.474, 3.371], [-0.398, 1.757, 4.886], [-1.371, 2.169, 5.177], [0.103, 2.496, 4.247], [0.208, 1.658, 5.801], [1.810, 0.214, 3.169], [1.942, 1.287, 3.346], [2.151, -0.023, 2.150], [2.496, -0.311, 3.855], [0.388, -2.213, 1.762], [0.904, -3.096, 2.178], [1.125, -1.662, 1.157], [-0.394, -2.578, 1.075], [-2.443, -2.596, 3.180], [-2.373, -3.329, 3.999], [-2.217, -3.138, 2.254], [-3.487, -2.253, 3.150], [-3.061, 0.060, 4.747], [-3.199, -0.367, 5.758], [-3.896, -0.304, 4.128], [-3.156, 1.153, 4.838], [-2.715, 4.111, -0.320], [-3.377, 4.378, 0.943], [-4.850, 4.234, 1.203], [-5.494, 3.001, 0.521], [-4.552, 1.839, 0.460], [-3.676, 1.439, -0.681], [-3.522, 2.309, -1.931], [-3.418, 3.816, -1.645], [-5.411, 5.124, 0.901], [-5.948, 3.272, -0.442], [-4.997, 4.154, 2.290], [-4.406, 4.302, -1.736], [-1.700, 4.509, -0.505], [-2.787, 4.908, 1.707], [-2.805, 4.277, -2.441], [-2.624, 1.966, -2.470], [-3.962, 0.431, -1.092], [-4.384, 2.128, -2.594], [-6.350, 2.717, 1.157], [-4.787, 1.035, 1.165], [0.815, 1.236, 0.228], [1.741, 2.477, -0.786], [-0.043, 2.492, 1.331], [-2.175, -0.231, -0.529], [-0.724, 1.051, -0.805], [-3.285, -1.403, 0.363], [-1.929, -1.213, -2.054], [2.769, 2.107, -0.871], [1.765, 3.452, -0.290], [1.303, 2.569, -1.786], [-0.095, 3.468, 0.827], [0.530, 2.608, 2.256], [-1.073, 2.147, 1.608], [-2.825, -1.822, -2.244], [-1.060, -1.879, -1.882], [-1.700, -0.569, -2.914], [-0.340, 0.832, -1.819], [-1.217, 2.059, -0.813], [-2.768, -2.354, 0.540], [-4.152, -1.604, -0.291], [-3.659, -0.992, 1.313], [0.657, 0.103, -3.607], [1.599, -0.336, -2.946], [2.704, -0.987, -3.485], [3.481, -1.633, -2.475], [2.867, -0.966, -1.208], [3.342, -1.070, -0.070], [1.751, -0.297, -1.564], [3.162, -3.121, -2.371], [3.693, -3.847, -1.298], [3.394, -5.205, -1.154], [2.544, -5.835, -2.072], [2.003, -5.101, -3.135], [2.317, -3.744, -3.289], [4.951, -1.282, -2.636], [5.938, -2.240, -2.890], [7.270, -1.837, -3.060], [7.613, -0.485, -2.998], [6.616, 0.474, -2.775], [5.286, 0.074, -2.603], [2.698, -1.234, -4.470], [4.325, -3.331, -0.570], [3.830, -5.757, -0.320], [2.301, -6.893, -1.955], [1.335, -5.570, -3.857], [1.893, -3.185, -4.128], [5.665, -3.294, -2.959], [8.030, -2.598, -3.240], [8.651, -0.175, -3.126], [6.862, 1.535, -2.730], [4.510, 0.828, -2.447]], "total_charge": 1, "homo_lumo_gap_ev": [5.402, 4.086], "lumo_energy_ev": [-3.62, -5.65], "spin_multiplicity": 6, "homo_energy_ev": [-9.023, -9.733]}

Per-record total energy, eV: -340184.764, -26433.804, -8956.543, -100274.806
Per-record ΔE to the lowest compared entry with this formula, charge and spin, kcal per mole: 0.0, 182.8, 13.1, 120.1